A 2-piece molecular cluster, C3H10P2 overall, computed with ωB97M-V/def2-TZVPD.

Geometry as XYZ:
```
15
Properties=species:S:1:pos:R:3:lowdin_charge:R:1
C 1.5759 -1.1557 -0.1308 -0.1901
C 0.7881 1.2607 0.3511 -0.1580
C 0.7209 -0.0166 -0.4455 -0.3006
P -2.6578 0.6683 -0.1738 0.3319
P -1.8446 -1.2708 0.1834 0.4056
H 1.6873 -1.1401 0.9943 0.0925
H 1.1197 -2.1553 -0.5348 0.0906
H 2.5372 -1.2185 -0.6849 0.0763
H 0.1894 1.9908 -0.0354 0.0129
H 1.7034 1.7936 0.4585 0.0661
H 0.4465 1.1669 1.4191 0.0904
H 0.4529 0.1622 -1.4731 0.0756
H -4.0238 0.3711 0.2924 -0.1458
H -2.0801 1.0283 1.0273 -0.2066
H -2.0948 -1.7340 -1.0946 -0.2408
```

Summary:
**2S+1**: 1
**E_LUMO (alpha / beta)**: -0.64 / 0.20 eV
**HOMO level (alpha / beta)**: -0.286 / -0.289 Ha
**HOMO-LUMO gap (alpha / beta)**: 7.14 / 8.06 eV
**Net charge**: 0

=====

A 5-piece molecular cluster, C11H20N2O14S3 overall, computed with ωB97M-V/def2-TZVPD.

Geometry as XYZ:
```
50
Properties=species:S:1:pos:R:3:lowdin_charge:R:1
C 1.0795 2.6862 -3.0693 0.0392
N 0.1421 2.8196 -1.9756 -0.4372
O 0.4624 3.1955 -0.8136 0.0361
O -0.9628 2.4716 -2.2495 0.0782
H 2.0112 2.4761 -2.5442 0.1016
H 1.2831 3.6312 -3.5729 0.1100
H 0.7302 1.8661 -3.6966 0.1103
C -2.0639 -4.0748 -4.4098 -0.2161
C -2.1619 -2.5956 -4.8040 -0.1863
O -2.7983 -2.4805 -6.0678 -0.1879
S -2.5404 -3.8267 -6.9086 0.7833
O -1.3454 -3.5925 -7.7714 -0.2703
O -3.7966 -4.3725 -7.5358 -0.2714
O -2.1052 -4.7455 -5.5833 -0.1862
H -2.9410 -4.3370 -3.8180 0.1316
H -1.1492 -4.3319 -3.8757 0.1419
H -1.1811 -2.1281 -4.8912 0.1186
H -2.4736 -1.8214 -4.1029 0.1277
C -1.2951 0.6902 0.7381 -0.1727
C -2.5803 0.1274 0.0558 -0.1780
O -2.2316 -1.0377 -0.6388 -0.1855
S -0.6003 -1.2118 -0.8066 0.7141
O -0.3804 -1.2875 -2.2254 -0.2369
O -0.0836 -2.2188 0.1093 -0.2295
O -0.3368 0.3108 -0.2107 -0.2418
H -1.0361 0.3430 1.7383 0.1147
H -1.2461 1.7664 0.9039 0.1240
H -3.0248 0.9622 -0.4861 0.1275
H -3.3219 -0.1054 0.8200 0.1284
C -0.6885 3.1531 6.6051 -0.1963
C 0.7799 3.7286 6.3257 -0.1600
O 1.2544 3.0702 5.1706 -0.2057
S 0.0144 2.1363 4.4850 0.7774
O 0.5902 0.9418 3.8955 -0.2392
O -0.6871 2.9898 3.4880 -0.2713
O -0.8092 1.9587 5.9278 -0.1923
H -1.4463 3.7088 6.0528 0.1167
H -1.0200 3.2141 7.6417 0.1368
H 1.5561 3.4892 7.0526 0.1230
H 0.8732 4.8030 6.1679 0.1263
N 2.7468 -0.6478 0.8408 0.0329
C 2.5056 -1.6106 1.7514 -0.1740
C 3.6873 -2.1108 2.2373 -0.1263
C 4.7119 -1.3964 1.6447 -0.1308
C 4.1368 -0.4328 0.8485 -0.1185
H 2.0883 -0.0107 0.4156 0.1242
H 1.5663 -1.9599 2.1538 0.1057
H 3.8389 -2.9028 2.9557 0.0956
H 5.7451 -1.6474 1.8345 0.0929
H 4.5041 0.3469 0.1976 0.0954
```

Summary:
**2S+1**: 1
**E_LUMO**: -0.15 eV
**HOMO level**: -0.287 Ha
**Structure (SMILES)**: C[N+](=O)[O-].O=S1(=O)OCCO1.O=S1(=O)OCCO1.O=S1(=O)OCCO1.c1cc[nH]c1
**HOMO-LUMO gap**: 7.66 eV
**Net charge**: 0

=====

A 2-piece molecular cluster, CH3NO3 overall, computed with ωB97M-V/def2-TZVPD.

Geometry as XYZ:
```
8
Properties=species:S:1:pos:R:3:lowdin_charge:R:1
C 0.3872 1.0727 -0.5569 0.2014
N 0.5816 -0.2785 -0.5505 -0.4396
O 1.0943 -0.8901 -1.4771 0.0528
O -1.0036 -2.5014 0.2005 -0.0688
O 0.3103 -0.8201 0.5593 0.0136
H 0.3906 1.5482 0.3973 0.0936
H 0.7757 1.5564 -1.4415 0.0989
H -0.7200 -2.6202 -0.7836 0.0481
```

Summary:
**2S+1**: 1
**E_LUMO (alpha / beta)**: -2.63 / -0.98 eV
**HOMO level (alpha / beta)**: -0.400 / -0.395 Ha
**HOMO-LUMO gap (alpha / beta)**: 8.24 / 9.77 eV
**Net charge**: 0

=====

An isolated ion of composition C4H10NS and charge -1, computed with ωB97M-V/def2-TZVPD.

Geometry as XYZ:
```
16
Properties=species:S:1:pos:R:3:lowdin_charge:R:1
C 0.4172 0.2396 0.1078 -0.3249
C 0.7032 -1.2703 -0.2361 -0.6722
S 0.9111 -2.0474 1.5039 -0.0262
C 0.2468 1.0384 -1.1789 -0.2619
N -0.7325 2.1242 -1.0596 -0.1479
C -2.1167 1.7724 -0.6192 -0.1450
H -0.4353 0.3099 0.6887 0.0351
H 1.3719 0.5087 0.6002 0.0822
H 1.4409 -1.5687 -0.8431 -0.0231
H -0.2523 -1.8098 -0.4714 0.0229
H 1.1166 1.3700 -1.4709 0.0417
H -0.2360 0.3120 -1.9422 0.1371
H -0.5447 2.7145 -0.1766 0.1124
H -2.6167 1.4566 -1.4648 0.0368
H -2.5836 2.7627 -0.1943 0.1082
H -2.2137 1.1520 0.1866 0.0250
```

Summary:
**2S+1**: 1
**E_LUMO**: 3.76 eV
**HOMO level**: -0.079 Ha
**Structure (SMILES)**: CNCCC[S-]
**HOMO-LUMO gap**: 5.91 eV
**Net charge**: -1

=====

An isolated ion of composition C7H12N3S and charge +1, computed with ωB97M-V/def2-TZVPD.

Geometry as XYZ:
```
23
Properties=species:S:1:pos:R:3:lowdin_charge:R:1
C 0.8018 -1.5096 0.3731 0.0427
C -0.2310 -2.0632 -0.2384 -0.2662
C -0.6150 0.1502 -0.1344 -0.2508
C 1.0679 2.1822 0.2614 -0.1525
C 1.4723 0.8331 0.9227 -0.0766
C -0.3762 2.5043 0.4875 -0.2233
C -0.7104 -3.4080 -0.4256 -0.0174
N 0.5772 -0.1342 0.3628 0.0021
N -1.1427 -1.0229 -0.4815 0.1807
N -1.1979 1.4882 -0.1637 -0.4486
S -2.8575 1.5722 -0.5310 0.8744
H 1.7666 -1.9978 0.6145 0.1679
H 1.4937 3.0625 0.5040 0.0859
H 1.2065 2.0184 -0.8066 0.1343
H 2.5147 0.6882 0.7987 0.1295
H 1.2569 1.0663 1.9510 0.1323
H -0.6566 2.6594 1.5849 0.1478
H -0.5113 3.6096 -0.0007 0.1802
H -1.7704 -3.6524 -0.2087 0.1121
H -0.5862 -3.7909 -1.4603 0.1121
H -0.1708 -4.0617 0.1737 0.0688
H -2.1071 -1.2044 -0.8356 0.1781
H -2.6251 2.2463 -1.6487 -0.1135
```

Summary:
**2S+1**: 1
**E_LUMO**: -2.59 eV
**HOMO level**: -0.464 Ha
**Structure (SMILES)**: CC1=CN2CCC[N+](S)=C2N1
**HOMO-LUMO gap**: 10.03 eV
**Net charge**: +1

=====

A 2-piece molecular cluster, C6H14N5 overall, computed with ωB97M-V/def2-TZVPD.

Geometry as XYZ:
```
25
Properties=species:S:1:pos:R:3:lowdin_charge:R:1
C 0.0476 1.4429 1.8152 -0.0778
C 2.3141 1.0938 0.8416 -0.0114
C 1.0662 0.5008 1.2527 -0.3365
C 2.2712 -1.1700 0.6021 -0.1338
N 3.0716 -0.0276 0.4498 0.0686
N 1.0372 -0.8223 0.9656 0.0864
H 2.8086 1.9452 1.0239 0.0653
H 3.9756 -0.0412 0.3344 0.0626
H -0.8705 0.9934 2.2740 0.0869
H -0.2450 2.0504 1.0640 0.0115
H 2.6843 -2.0697 0.4561 0.0708
H 0.5163 2.2049 2.5715 0.1151
C -2.3716 1.1077 -0.7406 -0.1286
C -1.1349 -1.0454 -1.1130 -0.6464
N -1.6115 -0.0648 -0.3383 -0.0404
N -0.5715 -0.8707 -2.2876 0.0850
N -1.0025 -2.2702 -0.6272 0.1159
H -1.3588 -0.2191 0.6550 0.0982
H -0.6517 0.0675 -2.8532 0.1399
H -0.4824 -1.6135 -2.9225 0.0504
H -0.9839 -2.4951 0.2359 -0.0189
H -0.5543 -3.0822 -1.1620 0.1296
H -1.8676 1.7650 -1.4305 0.0556
H -2.7324 1.8111 0.0695 0.0872
H -3.3544 0.8092 -1.1364 0.0649
```

Summary:
**2S+1**: 2
**E_LUMO (alpha / beta)**: 1.08 / 0.87 eV
**HOMO level (alpha / beta)**: -0.102 / -0.298 Ha
**HOMO-LUMO gap (alpha / beta)**: 3.85 / 8.98 eV
**Net charge**: 0

=====

| no. | DFT total energy (Ha) | F_max (eV Å⁻¹) |
| --- | --- | --- |
| 1 | -802.86179 | 3.0 |
| 2 | -2788.28933 | 5.0 |
| 3 | -320.10285 | 2.7 |
| 4 | -611.29318 | 7.3 |
| 5 | -836.12215 | 3.8 |
| 6 | -510.61908 | 8.0 |